The following is a quantum chemistry calculation of a molecular structure, C4H8N2O at a distorted geometry, from the OMol25 dataset.

Calculated values
HOMO = -9.0 eV
molar mass = 100.12 g/mol

Positions of all 15 atoms, in Å:
O  1.8830  0.6761  1.1027
N  0.4750  0.4878  -0.7639
N  -0.8744  -0.2020  -0.6964
C  -0.9147  -1.2418  0.4210
C  0.1736  2.0151  -0.8604
C  0.9911  0.0722  0.4919
C  0.4314  -1.2614  1.1034
H  1.0612  -1.8000  0.4149
H  -1.1351  -2.2617  -0.0380
H  0.5070  -1.4679  2.0254
H  -0.9755  2.0082  -0.7263
H  0.7494  2.6011  0.0816
H  -1.1923  -0.8293  -1.8073
H  0.5222  2.2244  -2.0407
H  -1.7019  -1.0207  1.2921

For each atom in turn, the natural (NBO) charge in e is:
1. O -0.59
2. N -0.32
3. N -0.51
4. C -0.23
5. C -0.46
6. C 0.68
7. C -0.48
8. H 0.22
9. H 0.20
10. H 0.22
11. H 0.23
12. H 0.25
13. H 0.36
14. H 0.23
15. H 0.19

***

The following is a quantum chemistry calculation of a molecular structure, C28H53BN6PdSi3Te, from the OMol25 dataset.

Calculated values
charge = -2
HOMO = 0.1 eV
molar mass = 802.86 g/mol

Positions of all 93 atoms, in Å:
Te  -1.1009  0.9425  1.3441
Pd  0.2096  0.6760  -0.9673
Si  -2.6655  -2.0764  1.5901
Si  -2.9607  2.8588  3.8947
Si  3.7150  3.5128  1.0883
N  1.4394  -2.5529  -1.3540
N  -0.7055  -1.8512  -2.5915
N  -1.0760  -0.6372  -2.1076
N  1.5621  -1.5428  -0.4701
N  1.5456  0.1444  -2.9712
N  1.5582  -1.1246  -3.4433
C  -2.2720  1.1923  3.8784
C  1.9390  -3.7019  -0.8458
C  -1.3812  -2.9723  0.5755
C  2.3254  -1.2053  -4.5531
C  2.5348  -2.4718  -5.3229
C  -2.8678  -0.3066  1.0751
C  2.8280  0.0578  -4.7998
C  -4.3627  2.9912  2.6237
C  -4.3088  -3.0095  1.3926
C  -3.0369  0.8594  -2.1786
C  -2.3468  -0.4381  -2.4478
C  -1.6422  4.1503  3.4827
C  2.3303  2.6786  0.3385
C  -1.6873  -3.8005  -3.8121
C  2.3045  0.8703  -3.7696
C  -1.7502  -2.4314  -3.2167
C  -2.2276  -2.2136  3.4131
C  1.9298  -5.0032  -1.5843
C  2.5129  2.3289  -3.5158
C  2.1468  -2.0346  0.6087
C  1.3932  2.0629  -0.1705
C  4.6889  4.5336  -0.1703
C  -2.8229  -1.5682  -3.1412
C  -3.7530  3.5737  5.4941
C  2.4162  -1.1648  1.7951
C  2.4100  -3.4133  0.4189
C  4.9440  2.3015  1.8485
C  3.2025  4.6960  2.4616
B  0.7955  -2.2718  -2.7204
H  -2.6940  -4.1273  -4.0748
H  1.5888  -2.8754  -5.6896
H  2.3720  -5.7800  -0.9605
H  1.6606  -1.3195  2.5692
H  1.5627  2.8093  -3.2793
H  -5.1382  2.2439  2.8343
H  3.0019  -3.2420  -4.7051
H  -4.6558  -3.0020  0.3526
H  4.0580  5.2415  2.8749
H  -3.6256  0.1867  1.6920
H  5.4863  5.1196  0.2997
H  3.1820  -2.2737  -6.1775
H  -4.5645  2.9313  5.8569
H  -5.0917  -2.5544  2.0105
H  2.7189  4.1441  3.2740
H  -3.9658  2.7870  1.6222
H  -0.8484  4.1352  4.2408
H  -2.0465  -3.2582  3.6915
H  5.1432  3.8781  -0.9212
H  -1.0153  -3.8764  1.0759
H  2.4987  -4.9413  -2.5155
H  0.8546  -3.2657  -3.3943
H  -4.8363  3.9801  2.6181
H  3.4009  -1.3790  2.2203
H  -4.1634  4.5796  5.3252
H  5.7967  2.8079  2.3134
H  -1.7748  -3.2552  -0.4070
H  -3.0054  3.6443  6.2937
H  3.1571  2.4827  -2.6484
H  5.3242  1.6172  1.0827
H  0.9117  -5.3062  -1.8420
H  -2.3796  1.4856  -1.5780
H  -2.0474  5.1686  3.4399
H  4.0214  5.2237  -0.6964
H  4.4479  1.6930  2.6119
H  -3.9814  0.7191  -1.6494
H  2.4760  5.4245  2.0878
H  -1.4267  1.0214  4.5550
H  -2.9971  0.3725  3.9598
H  -1.0697  -3.8275  -4.7131
H  -0.5277  -2.3089  0.4128
H  -1.3289  -1.6272  3.6303
H  -3.8152  -1.7239  -3.5387
H  2.9606  2.8100  -4.3879
H  -3.0357  -1.8232  4.0404
H  2.8773  -4.1023  1.1080
H  3.4763  0.3518  -5.6128
H  -3.2513  1.3726  -3.1201
H  -1.1726  3.9204  2.5200
H  2.3660  -0.1197  1.4919
H  -3.1803  -0.2319  0.0337
H  -4.2023  -4.0559  1.7040
H  -1.2662  -4.5137  -3.1013

For each atom in turn, the Mulliken charge in e is:
1. Te 0.32
2. Pd 0.17
3. Si 0.16
4. Si 0.48
5. Si -0.09
6. N 0.99
7. N 0.75
8. N 0.86
9. N 0.29
10. N 0.33
11. N 0.18
12. C -0.63
13. C 0.96
14. C 0.46
15. C 0.91
16. C -1.31
17. C -0.17
18. C -1.34
19. C -1.00
20. C -1.19
21. C -1.40
22. C -0.19
23. C -0.98
24. C -0.91
25. C -1.46
26. C 0.42
27. C 0.90
28. C -1.09
29. C -1.35
30. C -1.26
31. C 0.54
32. C 0.58
33. C -1.02
34. C -1.46
35. C -1.17
36. C -0.94
37. C -1.59
38. C -0.98
39. C -0.96
40. B -0.58
41. H 0.42
42. H 0.20
43. H 0.39
44. H 0.05
45. H 0.23
46. H 0.27
47. H 0.20
48. H 0.30
49. H 0.26
50. H 0.36
51. H 0.29
52. H 0.33
53. H 0.26
54. H 0.28
55. H 0.27
56. H 0.22
57. H 0.23
58. H 0.36
59. H 0.29
60. H 0.53
61. H 0.17
62. H -0.21
63. H 0.34
64. H 0.42
65. H 0.23
66. H 0.29
67. H 0.01
68. H 0.28
69. H 0.03
70. H 0.28
71. H 0.17
72. H 0.14
73. H 0.30
74. H 0.29
75. H 0.28
76. H 0.35
77. H 0.30
78. H 0.27
79. H -0.10
80. H 0.18
81. H -0.92
82. H 0.25
83. H 0.42
84. H 0.37
85. H 0.31
86. H 0.40
87. H 0.41
88. H 0.39
89. H 0.26
90. H -0.05
91. H -0.30
92. H 0.30
93. H 0.17

***

The following is a quantum chemistry calculation of a gas-phase ion, C5H12N3 (charge +1) at a distorted geometry, from the OMol25 dataset.

Calculated values
charge = +1
HOMO = -11.8 eV
molar mass = 114.17 g/mol
SMILES = C/C=[NH+]/CN/C=C\N

Positions of all 20 atoms, in Å:
N  0.1507  0.7505  0.4432
N  0.8411  -1.2388  -0.6060
N  -1.7699  -2.2979  -0.1245
C  0.8421  3.0625  0.8457
C  -1.4978  -1.7098  -1.3814
C  0.9499  1.6145  1.0522
C  0.4659  -0.6120  0.6031
C  -0.2477  -1.2004  -1.6066
H  1.9662  3.3042  0.6331
H  -0.9781  -2.8632  0.1447
H  1.1905  -0.6877  1.4923
H  -2.2626  -1.6785  -2.1523
H  1.6573  1.2672  1.7653
H  0.4824  3.5876  1.7642
H  0.0475  3.1894  0.1149
H  0.1101  -0.8148  -2.5866
H  -0.4958  -1.2115  0.9695
H  1.6368  -0.6518  -0.9466
H  -2.6621  -2.7091  -0.0454
H  -0.4264  0.8996  -0.3786

For each atom in turn, the natural (NBO) charge in e is:
1. N -0.44
2. N -0.60
3. N -0.83
4. C -0.70
5. C -0.03
6. C 0.31
7. C -0.11
8. C -0.19
9. H 0.28
10. H 0.39
11. H 0.21
12. H 0.23
13. H 0.22
14. H 0.29
15. H 0.25
16. H 0.23
17. H 0.26
18. H 0.37
19. H 0.40
20. H 0.45

***

The following is a quantum chemistry calculation of 2 unconnected molecules or ions with the total composition C7H8O at a distorted geometry, from the OMol25 dataset.

Calculated values
HOMO = -8.7 eV
molar mass = 108.14 g/mol

Positions of all 16 atoms, in Å:
O  -0.2104  1.6659  -1.2004
C  -0.0863  1.4736  0.1153
C  1.7697  -0.1554  -0.2532
C  -1.7768  -0.9984  -0.6089
C  -0.4189  0.1859  0.9108
C  -0.9291  -1.1658  0.4037
C  0.9418  0.6379  0.8432
C  2.6875  -1.0347  -0.5816
H  -0.3558  2.3182  0.8324
H  -0.7242  0.4217  1.8431
H  3.8342  -0.9873  -1.1397
H  -0.9421  0.3017  -1.5432
H  -0.7118  -2.1320  1.0541
H  -2.3257  -1.8133  -1.2334
H  1.5463  1.3199  1.6663
H  -2.2984  -0.0378  -1.1084

For each atom in turn, the natural (NBO) charge in e is:
1. O -0.69
2. C 0.14
3. C -0.01
4. C -0.51
5. C -0.33
6. C -0.09
7. C -0.31
8. C -0.31
9. H 0.16
10. H 0.23
11. H 0.28
12. H 0.44
13. H 0.26
14. H 0.23
15. H 0.25
16. H 0.26

***

The following is a quantum chemistry calculation of a gas-phase ion, CH3BrO3P (charge -1) at a distorted geometry, from the OMol25 dataset.

Calculated values
charge = -1
HOMO = -5.0 eV
molar mass = 173.91 g/mol
SMILES = C[P@](=O)([O-])OBr

Positions of all 9 atoms, in Å:
Br  -3.0779  -0.7925  -0.1172
P  -0.3448  0.6864  0.1437
O  -0.5882  1.7467  -0.9077
O  -0.4038  1.0339  1.5552
O  -1.1163  -0.7068  -0.3751
C  1.2112  -0.3459  -0.0487
H  1.6533  -0.6011  0.9652
H  1.7784  0.2819  -0.7156
H  0.8881  -1.3026  -0.4998

For each atom in turn, the natural (NBO) charge in e is:
1. Br 0.16
2. P 2.33
3. O -1.16
4. O -1.16
5. O -0.84
6. C -1.01
7. H 0.23
8. H 0.22
9. H 0.23

***

The following is a quantum chemistry calculation of C5H11NO in the gas phase, from the OMol25 dataset.

Calculated values
HOMO = -9.8 eV
molar mass = 101.15 g/mol
SMILES = [H]/N=C(\C)OC(C)C

Positions of all 18 atoms, in Å:
O  -0.7820  0.0657  -0.6813
N  0.4967  1.2146  0.7683
C  -0.4669  -1.1632  0.1175
C  -0.1902  1.2156  -0.2997
C  -0.3477  2.4425  -1.2024
C  -0.8567  -1.1067  1.5865
C  0.9750  -1.6988  -0.0176
H  -1.1535  -1.8547  -0.3759
H  -0.9902  -2.1569  1.8704
H  1.0037  -2.7982  -0.0936
H  1.6035  -1.4274  0.8390
H  -1.3153  2.9506  -1.1054
H  0.4179  3.1712  -0.9069
H  1.4289  -1.2985  -0.9217
H  -0.1979  2.2208  -2.2629
H  -1.7946  -0.5641  1.7267
H  0.9203  2.1192  0.9218
H  -0.0833  -0.6627  2.2179

For each atom in turn, the natural (NBO) charge in e is:
1. O -0.51
2. N -0.74
3. C 0.11
4. C 0.58
5. C -0.69
6. C -0.63
7. C -0.64
8. H 0.19
9. H 0.21
10. H 0.21
11. H 0.22
12. H 0.23
13. H 0.22
14. H 0.22
15. H 0.23
16. H 0.22
17. H 0.34
18. H 0.23

***

Question: The lowest HOMO belongs to which entry?
Answer: C5H12N3

***

Question: Look up the molar mass of the fourth one.
Answer: 108.14 g/mol